Record 1
ORCA calculation (ωB97M-V/def2-TZVPD) on C29H30NO2Sb2Sc as an isolated structure.

Output
* total charge: +2
* HOMO-LUMO gap: 7.4 eV
* HOMO energy: -14.3 eV
* relative energy (zero: lowest compared OMol25 entry of this formula, charge and spin): 0.0 kcal per mole

Cartesian coordinates (Å):
Sc 0.38036 0.86684 0.20701
N -0.43261 -1.09950 -1.05436
C 0.63188 -2.13807 -0.95407
C 1.94976 -1.45417 -0.62375
O 3.01358 -1.74402 -1.06622
O 1.74410 -0.43959 0.24445
H -1.31958 -1.50528 -0.76707
H -0.56709 -0.87457 -2.03463
H 0.72748 -2.72774 -1.86249
H 0.40076 -2.81416 -0.13001
C -2.94539 1.36393 0.42722
C -1.85679 1.44800 1.50414
C -1.27262 0.09525 1.95233
Sb 0.45048 0.10838 3.36853
C -0.58237 1.37138 4.74502
C -1.94496 1.21686 4.98579
C -2.57665 1.97879 5.96037
C -1.84583 2.88937 6.70979
C -0.48196 3.03145 6.49138
C 0.14860 2.27332 5.51601
C 1.45576 1.76759 2.33212
C 0.99270 3.08746 2.52823
C 1.84491 4.17338 2.41080
C 3.19126 3.97099 2.12690
C 3.67857 2.68510 1.93047
C 2.82546 1.59584 2.03458
Sb -3.00335 3.01826 -1.00467
C -2.67838 4.56661 0.41849
C -3.11136 4.44901 1.73835
C -2.92298 5.49232 2.63602
C -2.31360 6.66655 2.21706
C -1.90983 6.80640 0.89584
C -2.09969 5.76456 -0.00207
C -0.85459 2.68775 -1.35204
C 0.15910 3.37403 -0.65519
C 1.50850 3.04990 -0.82007
C 1.89274 2.04675 -1.71636
C 0.91022 1.39440 -2.45920
C -0.43755 1.71776 -2.27770
H -3.92901 1.25729 0.88667
H -2.82080 0.47267 -0.19706
H -2.22700 1.94628 2.39905
H -1.07714 2.18364 1.20492
H -1.12825 -0.61745 1.12867
H -2.02460 -0.43146 2.54273
H -2.53647 0.49208 4.43557
H -3.63495 1.84764 6.14328
H -2.33508 3.47692 7.47489
H 0.09415 3.72538 7.08892
H 1.21655 2.39367 5.36630
H -0.03349 3.27233 2.82600
H 1.46504 5.17326 2.57964
H 3.86726 4.81490 2.06977
H 4.73011 2.52470 1.73174
H 3.22941 0.59993 1.90799
H -3.62670 3.55704 2.07437
H -3.26994 5.39319 3.65649
H -2.17707 7.48340 2.91307
H -1.46580 7.73347 0.55799
H -1.79958 5.90348 -1.03608
H -0.11152 4.14787 0.05308
H 2.25912 3.57230 -0.24346
H 2.93398 1.77479 -1.83020
H 1.19734 0.63392 -3.17618
H -1.18282 1.19239 -2.86796

Atomic forces in eV per Å
Sc 0.0481 -0.0290 -0.2559
N -0.0065 0.0091 0.0829
C 0.0360 -0.0262 0.0288
C -0.0099 -0.0118 -0.0504
O -0.0268 -0.0458 -0.0005
O -0.0414 0.1399 0.0475
H -0.0014 -0.0115 -0.0192
H 0.0101 -0.0007 -0.0058
H 0.0017 0.0079 -0.0060
H -0.0204 -0.0061 -0.0062
C 0.0302 0.0011 0.0143
C 0.0419 -0.0111 -0.0440
C 0.0283 -0.0425 0.0116
Sb -0.1259 0.0538 0.0247
C 0.0064 -0.0416 -0.0354
C -0.0253 -0.0206 -0.0126
C 0.0088 0.0128 0.0166
C -0.0054 -0.0105 -0.0098
C -0.0066 0.0065 0.0001
C 0.0325 -0.0125 -0.0087
C 0.0946 0.1695 0.0368
C 0.0156 -0.0180 -0.0460
C -0.0463 0.0110 0.0212
C 0.0403 -0.0057 -0.0169
C 0.0238 -0.0318 0.0006
C -0.0598 0.0147 0.0224
Sb 0.0714 -0.0107 0.0695
C -0.0710 -0.0064 0.0126
C 0.0276 0.0390 -0.0158
C -0.0212 -0.0141 0.0016
C 0.0053 0.0074 0.0033
C -0.0019 -0.0057 -0.0144
C 0.0244 0.0021 0.0162
C 0.2106 0.0867 -0.0206
C -0.1261 -0.1637 -0.0210
C 0.0459 -0.0576 -0.0735
C -0.1343 0.0015 0.0237
C 0.1077 0.0334 0.0312
C -0.1313 0.0139 0.1303
H -0.0123 0.0208 -0.0286
H 0.0051 -0.0011 0.0078
H 0.0037 -0.0250 0.0058
H -0.0572 -0.0639 0.0356
H 0.0035 0.0106 -0.0238
H 0.0091 0.0000 0.0137
H 0.0078 0.0058 0.0122
H -0.0025 0.0039 0.0026
H -0.0009 -0.0028 0.0027
H 0.0006 0.0004 -0.0015
H -0.0009 0.0021 0.0022
H -0.0083 -0.0272 0.0024
H 0.0106 0.0000 -0.0040
H -0.0171 0.0104 0.0122
H -0.0027 0.0059 -0.0080
H -0.0059 -0.0114 0.0094
H -0.0084 0.0011 0.0187
H 0.0032 0.0033 -0.0011
H 0.0011 0.0000 0.0008
H 0.0005 0.0008 0.0030
H 0.0025 -0.0061 -0.0049
H 0.0106 0.0184 0.0005
H -0.0041 0.0002 0.0008
H 0.0043 0.0108 0.0096
H 0.0081 -0.0034 0.0079
H 0.0002 0.0196 -0.0091

Löwdin atomic charge list, values in e, 6 entries:
1 Sc 0.956
2 N 0.004
3 C -0.086
4 C -0.544
5 O 0.178
6 O -0.177



Record 2
ORCA calculation (ωB97M-V/def2-TZVPD) on C29H31AsN3O6S2V as an isolated structure.

Output
* total charge: -1
* spin multiplicity: 2
* HOMO-LUMO gap (alpha / beta): 6.1 / 4.4 eV
* HOMO energy (alpha / beta): -3.8 / -2.1 eV

Cartesian coordinates (Å):
V -0.36342 1.58481 1.18492
O 3.02418 0.83170 0.23769
As 2.86996 2.30149 1.20185
O 4.20949 2.46315 2.09545
O 1.36626 2.24522 1.94405
C 2.74103 3.74294 -0.10011
C 3.81436 4.62660 -0.03766
C 3.87057 5.75183 -0.85120
C 2.84533 6.00041 -1.74318
C 1.77324 5.12172 -1.81978
C 1.71790 4.00473 -1.00146
S 0.26157 2.98814 -1.18206
O -0.62959 3.30339 -0.04701
O -0.26724 3.25816 -2.48600
O 0.69438 1.59288 -0.92278
H 2.27595 0.82740 -0.38892
H 4.60570 4.41429 0.67152
H 4.71280 6.42835 -0.78242
H 2.87358 6.87165 -2.38525
H 0.97265 5.29228 -2.52520
C -1.36814 -4.12734 -2.44795
C -1.33298 -2.63921 -2.82650
C 0.11420 -2.15351 -2.74718
C -1.81215 -2.46736 -4.27404
C -2.24423 -1.85524 -1.88559
C -3.62321 -2.11134 -1.87390
C -4.48596 -1.38408 -1.06837
C -3.97389 -0.40540 -0.24046
S -4.78958 0.68956 0.85006
C -3.23769 1.35715 1.33438
N -2.19251 0.80593 0.66819
C -2.59318 -0.16125 -0.20016
C -1.73818 -0.87865 -1.04244
C -2.93937 2.26860 2.36260
C -3.90664 3.02343 3.05991
C -3.50459 3.89411 4.04290
C -2.14056 4.04611 4.33205
C -1.19634 3.33103 3.61446
C -1.54667 2.41526 2.61966
H -0.70863 -4.70653 -3.09822
H -2.37422 -4.53641 -2.53328
H -1.04063 -4.26700 -1.41604
H 0.73777 -2.74689 -3.41949
H 0.51729 -2.25193 -1.73757
H 0.20504 -1.10526 -3.03561
H -1.15812 -3.01030 -4.95983
H -1.80681 -1.41415 -4.55538
H -2.82591 -2.84304 -4.40578
H -4.03753 -2.87207 -2.52271
H -5.54977 -1.58467 -1.10034
H -0.68822 -0.61936 -1.03766
H -4.96004 2.91954 2.81970
H -4.23821 4.47787 4.58793
H -1.83165 4.74187 5.10425
H -0.14195 3.48410 3.82506
N 0.20313 -0.29124 1.72221
C 0.72900 -1.32353 1.76530
N 1.42929 -2.42722 1.77393
C 0.86353 -3.71090 2.18305
C 1.70810 -4.84275 1.59980
C 2.16648 -4.48318 0.19341
C 3.11329 -3.27089 0.20918
C 2.85383 -2.37213 1.42185
H -0.15806 -3.76092 1.80149
H 0.82800 -3.77029 3.27657
H 1.11081 -5.75646 1.59743
H 2.57095 -5.03848 2.24137
H 1.28361 -4.25830 -0.40979
H 2.65031 -5.33810 -0.28163
H 2.99763 -2.68814 -0.70612
H 4.15466 -3.59828 0.24500
H 3.11187 -1.33375 1.21746
H 3.42814 -2.70013 2.29443

Atomic forces in eV per Å
V 0.3389 0.7408 0.6446
O 0.0901 -0.2355 -0.1854
As -0.5819 -0.0792 -0.1943
O 0.2393 0.0762 0.1923
O -0.0223 0.0615 -0.0203
C 0.4420 0.0264 0.2391
C 0.0626 0.0710 -0.0264
C 0.0395 -0.1092 0.1161
C -0.1086 -0.0349 -0.0598
C 0.0152 0.1884 -0.1323
C -0.2645 0.0355 -0.2317
S 0.0623 -0.2279 0.4897
O -0.2070 0.3698 -0.1905
O -0.0026 -0.0722 -0.0032
O 0.0583 -0.3161 -0.3519
H 0.0838 0.0568 0.1144
H -0.0155 -0.0106 0.0063
H 0.0179 -0.0045 0.0093
H -0.0127 -0.0036 -0.0046
H -0.0226 -0.0140 0.0003
C 0.0032 0.0574 -0.0016
C 0.0437 -0.0438 -0.0093
C 0.0420 -0.0118 -0.0122
C -0.0039 -0.0135 0.0404
C 0.0226 0.0279 0.0114
C 0.0356 0.1131 0.0417
C -0.1702 -0.1935 -0.1817
C 0.2560 0.2678 0.2186
S 0.0566 -0.0030 0.0839
C 0.5606 -0.6796 -0.5956
N -0.6143 0.7538 0.7147
C -0.1808 -0.4825 -0.5745
C -0.0615 0.0259 0.0347
C -0.2768 0.4452 0.2707
C 0.0153 -0.0500 0.1635
C -0.3623 -0.0134 -0.0422
C 0.4207 -0.1989 -0.2325
C -0.0023 0.5098 0.7242
C 0.1335 -0.6409 -0.9035
H 0.0228 -0.0068 -0.0380
H -0.0631 -0.0161 -0.0088
H 0.0165 0.0068 0.0368
H 0.0050 -0.0107 -0.0101
H 0.0304 -0.0525 0.0314
H -0.0118 0.0129 -0.0123
H 0.0291 -0.0277 -0.0115
H 0.0117 0.0420 -0.0017
H -0.0528 -0.0275 -0.0162
H -0.0145 -0.0318 -0.0117
H -0.0215 0.0119 0.0201
H -0.0520 0.0175 0.0442
H -0.0469 0.0048 0.0015
H -0.0215 -0.0172 -0.0190
H 0.0164 0.0080 0.0097
H -0.0101 0.0242 0.0073
N 0.0572 -0.5497 -0.1851
C -0.1537 0.2817 0.0747
N 0.1499 0.0655 -0.1274
C -0.0586 0.0404 0.1534
C -0.0460 -0.0620 0.0758
C 0.0169 -0.0116 -0.0999
C 0.1054 0.0320 0.0295
C -0.0312 -0.0854 0.0195
H 0.0117 -0.0296 0.0177
H -0.0618 -0.0515 -0.0428
H 0.0095 0.0221 0.0046
H 0.0309 0.0273 -0.0175
H -0.0167 0.0412 -0.0173
H 0.0081 0.0137 0.0042
H -0.0218 -0.0226 0.0000
H 0.0026 -0.0181 -0.0205
H 0.0165 -0.0290 0.0169
H 0.0135 0.0090 -0.0701

Löwdin atomic charge list, values in e, 6 entries:
1 V 0.768
2 O -0.271
3 As 0.879
4 O -0.463
5 O -0.504
6 C -0.213



Record 3
ORCA calculation (ωB97M-V/def2-TZVPD) on a 2-piece molecular cluster, C29H31BCl4N2O overall.

Output
* total charge: 0
* HOMO-LUMO gap: 5.0 eV
* HOMO energy: -7.0 eV

Cartesian coordinates (Å):
Cl -3.15279 1.02060 3.90917
B -1.62049 1.71541 3.14406
Cl -2.02658 3.23060 2.11413
Cl -0.37683 2.23204 4.46657
O -1.03648 0.64125 2.28898
C 0.22132 0.65415 1.96778
C 1.07301 -0.46949 2.28178
C 2.46846 -0.27599 2.21474
C 3.30242 -1.37861 2.10553
C 2.73580 -2.66449 2.11185
Cl 3.72592 -4.01609 1.75234
C 1.36869 -2.85888 2.37298
C 0.53360 -1.75621 2.50405
H 0.69970 1.64352 1.90903
H 2.85136 0.74530 2.17598
H 4.37554 -1.25972 1.97404
H 0.96840 -3.86878 2.44520
H -0.53435 -1.87608 2.70039
C 1.50859 5.63635 1.98596
C 1.67179 4.56169 0.95267
C 2.92624 4.00584 0.69205
C 3.09108 2.96079 -0.22140
C 4.46777 2.39874 -0.41739
C 1.95702 2.46553 -0.88954
N 2.10272 1.37505 -1.79382
C 1.43433 0.17240 -1.67264
C 0.69593 -0.15182 -0.57409
N 1.67904 -0.52434 -2.83768
C 0.95296 -1.69419 -3.23402
C -0.03913 -1.58002 -4.22002
C -0.41036 -0.25049 -4.79724
C -0.72171 -2.73107 -4.62664
C -0.42025 -3.98502 -4.09119
C -1.13321 -5.19969 -4.60941
C 0.53889 -4.06869 -3.07747
C 1.23503 -2.93207 -2.64066
C 2.27285 -3.04846 -1.56833
C 2.47301 0.25814 -3.65870
C 2.76174 1.39742 -3.00228
C 0.69426 3.04692 -0.69573
C -0.53311 2.59674 -1.42388
C 0.58433 4.11166 0.20500
H 0.45284 5.74700 2.25010
H 2.06909 5.39821 2.89855
H 1.87639 6.60617 1.62409
H 3.80630 4.38060 1.21934
H 4.47766 1.45907 -0.97766
H 5.11475 3.12362 -0.93684
H 4.93231 2.22079 0.56443
H 0.22816 -1.13001 -0.58596
H 0.50436 0.65552 0.12558
H -1.25266 -0.40288 -5.48122
H -0.74076 0.46610 -4.02978
H 0.40033 0.20926 -5.37817
H -1.50054 -2.63699 -5.38703
H -0.74714 -6.10650 -4.13796
H -2.21220 -5.14443 -4.41763
H -1.00978 -5.29736 -5.69544
H 0.76196 -5.03373 -2.61662
H 2.32938 -4.09519 -1.24598
H 3.27359 -2.75153 -1.91533
H 2.02415 -2.43816 -0.69145
H 2.77664 -0.06925 -4.63755
H 3.34889 2.24296 -3.31413
H -1.34948 3.27741 -1.15720
H -0.41506 2.60603 -2.51492
H -0.86410 1.59938 -1.11863
H -0.38790 4.57313 0.36130

Atomic forces in eV per Å
Cl 0.4910 0.0238 -0.2555
B -0.8777 1.3450 0.4802
Cl 0.0871 -0.4807 0.1056
Cl -0.1440 -0.3508 -0.4334
O 2.1520 -1.0913 -1.1752
C -1.0646 0.5798 3.9755
C -0.1382 -0.3904 -0.4227
C -0.3737 -0.3318 -0.4508
C -0.1402 -0.0512 0.2219
C -0.5792 0.7602 0.0593
Cl 0.1407 -0.1815 0.0837
C 0.1368 0.1288 0.1670
C 0.3040 0.1572 -0.4298
H -0.1321 -0.1484 -0.6130
H 0.0147 -0.2965 -0.1800
H -0.2351 -0.0523 0.0594
H 0.1479 0.2408 0.0045
H 0.3340 0.0635 -0.2293
C -0.0686 0.2497 0.1704
C 0.2923 -0.1043 -0.3765
C -0.2165 -0.1720 -0.0631
C -0.4363 0.1110 0.1738
C 0.4594 -0.1003 0.0876
C 0.3119 0.2476 0.1761
N -0.1921 0.0157 0.2144
C -0.4241 0.5243 1.0874
C 0.1789 -0.7880 -1.3073
N -0.5350 -0.4936 0.5076
C -0.1072 -0.3609 -0.1938
C -0.0205 -0.3407 0.2866
C -0.3935 0.2858 -0.3915
C 0.3966 0.1912 0.1342
C 0.1066 0.2939 0.1690
C -0.1409 -0.2410 -0.0397
C -0.0935 0.3608 -0.1742
C -0.1757 0.1084 -0.2962
C 0.2739 -0.3777 0.2704
C 0.6871 0.5712 -0.2692
C 0.0836 -0.0434 -1.1078
C 0.2559 0.3995 0.0924
C -0.6455 0.2944 -0.0363
C 0.1965 -0.2575 0.1481
H 0.1740 0.0217 0.0247
H -0.1384 0.0138 -0.1876
H -0.0813 -0.1935 0.0216
H -0.2201 -0.1047 -0.0509
H -0.0296 0.1916 0.1048
H -0.1934 -0.2500 0.0622
H -0.0799 0.0049 -0.2857
H -0.2935 0.3462 0.5215
H -0.0966 -0.4138 -0.5182
H 0.1352 0.1625 0.0831
H 0.2499 -0.2134 -0.1258
H -0.1569 -0.0753 0.2388
H 0.2186 -0.0597 0.1793
H -0.0871 0.0551 -0.0768
H 0.1976 0.0000 0.0178
H 0.0283 0.0216 0.2180
H -0.0401 0.2472 -0.1628
H 0.0875 0.2263 0.0096
H -0.2909 0.0191 0.0433
H 0.0955 -0.0288 -0.1896
H 0.0531 -0.0625 0.0776
H -0.0040 -0.0135 0.0013
H 0.1180 -0.0864 -0.2162
H 0.1013 -0.0723 0.1948
H 0.1465 0.1172 -0.1720
H 0.1899 -0.1516 -0.0426

Löwdin atomic charge list, values in e, 6 entries:
1 Cl 0.510
2 B -1.838
3 Cl 0.521
4 Cl 0.492
5 O -0.048
6 C -0.092



Q: Among the records above, which one has the lowest total charge?
A: C29H31AsN3O6S2V



Q: Which formula does entry 2 have?
A: C29H31AsN3O6S2V